No. 1
Molecular formula: C3H3BrO2S
Method: DFT, the ωB97M-V functional and the def2-TZVPD basis

Calculated values
frontier orbital gap (spin up / spin down): 8.6 / 8.6 eV
net charge: 0
HOMO level (spin up / spin down): -0.3491 / -0.3490 hartree

XYZ file:
```
10
Properties=species:S:1:pos:R:3:mulliken_charge:R:1
C -0.2449 2.2236 0.5979 -0.18
C -0.7856 1.1275 0.2289 0.21
C -0.2045 0.0163 -0.8600 -0.81
O 1.8078 0.5472 0.9518 -0.47
O 2.3051 1.8260 -1.0739 -0.54
S 1.3488 1.3744 -0.0755 0.86
Br -2.8108 0.5513 -0.0778 -0.20
H -0.6043 3.2267 0.9251 0.38
H -0.8267 -0.6938 -0.3507 0.44
H -0.4129 -0.0279 -1.9501 0.30
```

---

No. 2
Molecular formula: C14H9Cl2F3IrN2O4
Method: DFT, the ωB97M-V functional and the def2-TZVPD basis

Calculated values
frontier orbital gap (spin up / spin down): 9.1 / 6.5 eV
spin multiplicity: 2
net charge: +2
HOMO level (spin up / spin down): -0.6345 / -0.6341 hartree

XYZ file:
```
35
Properties=species:S:1:pos:R:3:lowdin_spin:R:1
Ir 0.1558 1.4413 -0.6700 0.58
O -3.3765 1.5408 1.1674 0.02
C -2.2313 1.4727 0.8899 0.01
O -1.7750 1.4484 -0.4129 0.18
C -1.0996 1.3680 1.8827 0.00
C -1.1789 1.3953 3.2600 0.00
C 0.0114 1.3398 3.9852 0.00
C 1.2433 1.2778 3.3371 0.00
C 1.2521 1.2529 1.9567 0.00
N 0.0963 1.2796 1.2991 -0.01
C 2.4543 1.2351 1.0341 0.01
O 3.5772 1.1988 1.3955 0.02
O 2.0821 1.2346 -0.2898 0.17
H -2.1459 1.4678 3.7402 0.00
H -0.0223 1.3587 5.0666 0.00
H 2.1809 1.2574 3.8771 0.00
Cl 0.4363 3.6966 -0.5838 0.02
C -0.3212 3.6976 -2.2163 0.00
Cl 0.1561 2.1166 -2.9625 0.02
H -0.0358 4.5196 -2.8649 0.00
H -1.3922 3.6407 -2.0480 0.00
F -0.5367 -5.3213 -0.6100 0.00
C -0.0732 -4.7764 -1.7358 0.00
F 1.1254 -5.2836 -1.9994 0.00
F -0.9044 -5.0796 -2.7304 0.00
C -0.0037 -3.2660 -1.5630 0.00
C -1.1816 -2.5428 -1.4378 0.00
C -1.1167 -1.1852 -1.2279 0.00
N 0.0710 -0.5442 -1.1487 -0.01
C 1.2166 -1.2369 -1.3022 0.00
C 1.2076 -2.5995 -1.5159 0.00
H -2.1488 -3.0222 -1.5078 0.00
H -2.0075 -0.5823 -1.1492 0.00
H 2.1396 -0.6785 -1.2714 0.00
H 2.1454 -3.1216 -1.6437 0.00
```

---

No. 3
Molecular formula: C11H34BNO19P5
Method: DFT, the ωB97M-V functional and the def2-TZVPD basis

Calculated values
frontier orbital gap: 4.3 eV
net charge: -1
HOMO level: -0.2052 hartree

XYZ file:
```
71
Properties=species:S:1:pos:R:3:mulliken_charge:R:1
O 5.4937 -4.2366 6.5310 -0.55
C 6.4197 -3.5421 6.0275 0.59
N 7.0247 -2.4697 5.5860 -0.51
B 7.0257 -2.4048 4.0463 0.41
C 5.8476 -1.4632 3.3884 -0.55
P 4.1906 -1.5108 4.2853 0.88
O 3.6096 -2.9496 4.4417 -0.64
O 4.3108 -0.9145 5.9099 -0.53
O 3.0628 -0.6167 3.3328 -0.46
P 7.0855 -4.1606 3.1959 0.61
O 7.5458 -3.8942 1.7286 -0.74
O 8.3084 -5.1402 3.9025 -0.57
O 5.5482 -4.9093 3.0966 -0.50
H 8.0687 -1.8948 3.7372 -0.15
H 6.2189 -0.3701 3.4370 0.27
H 5.6762 -1.7778 2.3007 0.19
H 3.3864 -1.0404 6.2548 0.30
H 2.1680 -0.9743 3.5471 0.29
H 7.9591 -5.6591 4.6706 0.33
H 5.4662 -5.5062 3.8757 0.32
C 1.7485 -2.3278 0.3726 -0.70
O 0.7215 -2.1128 -0.5937 -0.34
P 0.6939 -0.5313 -1.2635 0.89
O 0.0733 0.0178 0.0177 -0.59
O -0.5106 -0.9595 -2.3017 -0.24
C -1.5060 -1.8898 -1.8837 -0.69
O 0.7006 1.0500 -1.9385 -0.08
C 1.5842 1.2029 -3.0511 -0.89
H 1.7746 -3.3895 0.6212 0.30
H 2.7170 -2.0379 -0.0394 0.31
H 1.5447 -1.7579 1.2805 0.29
H -1.7307 -1.7955 -0.8213 0.32
H -1.1580 -2.8995 -2.1103 0.28
H -2.4199 -1.7028 -2.4468 0.22
H 1.3135 0.5008 -3.8464 0.34
H 2.6087 1.0089 -2.7284 0.34
H 1.5117 2.2191 -3.4207 0.25
C -3.6124 1.2795 -8.3509 -0.74
O -4.4940 1.0966 -7.2490 -0.30
P -3.7142 1.0324 -5.7164 0.92
O -3.2082 -0.3855 -5.9585 -0.65
O -5.1673 0.9654 -4.9487 -0.33
C -6.2422 0.2355 -5.5300 -0.66
O -2.9285 1.1115 -4.1908 -0.05
C -2.7558 2.4469 -3.7109 -0.45
H -4.2101 1.4555 -9.2468 0.23
H -2.9701 2.1464 -8.1800 0.31
H -3.0015 0.3871 -8.5028 0.31
H -5.8905 -0.6411 -6.0736 0.31
H -6.7986 0.8976 -6.1966 0.25
H -6.9090 -0.0961 -4.7348 0.27
H -3.7275 2.9430 -3.6206 0.34
H -2.1286 3.0005 -4.4125 0.33
H -2.2698 2.4146 -2.7428 -0.07
C -2.8506 3.9707 4.7022 -0.75
O -3.6094 3.2577 3.7326 -0.31
P -2.9491 3.2950 2.1441 1.04
O -3.4042 4.7332 1.9168 -0.67
O -4.1087 2.2574 1.6089 -0.28
C -5.4332 2.3524 2.1195 -0.69
O -2.1980 3.2288 0.6022 -0.28
C -1.2299 2.1779 0.4691 -0.53
H -3.2666 3.7619 5.6892 0.23
H -1.8092 3.6418 4.6822 0.31
H -2.9059 5.0453 4.5149 0.31
H -5.7086 3.3825 2.3450 0.31
H -5.5111 1.7336 3.0159 0.26
H -6.1244 1.9664 1.3707 0.25
H -1.6987 1.2084 0.6541 0.40
H -0.4262 2.3360 1.1893 0.35
H -0.8219 2.2011 -0.5330 0.04
```

---

No. 4
Molecular formula: C4H7NS3
Method: DFT, the ωB97M-V functional and the def2-TZVPD basis

Calculated values
frontier orbital gap: 8.5 eV
net charge: 0
HOMO level: -0.3167 hartree

XYZ file:
```
15
Properties=species:S:1:pos:R:3:mulliken_charge:R:1
C 0.5794 1.7735 0.8479 -0.92
C -0.8009 1.0882 0.4639 0.32
C 0.7454 -1.3268 0.3722 0.45
C 1.0552 -1.9410 1.7456 -0.93
H 1.2689 1.5563 0.0162 0.25
H 0.9655 1.3398 1.7801 0.24
H 0.5124 2.8550 0.9281 0.36
H 0.4359 -2.8224 1.9322 0.30
H 0.8122 -1.1937 2.4977 0.27
H 2.1108 -2.2028 1.8132 0.31
H 2.4280 -0.9619 -2.4808 0.15
N 1.6212 -1.1929 -0.5219 -0.41
S -2.1606 1.9881 0.3848 -0.25
S -0.9476 -0.6016 0.2116 -0.08
S 1.2734 -0.6230 -2.0596 -0.07
```

---

No. 5
Molecular formula: CH3Cl2N
Method: DFT, the ωB97M-V functional and the def2-TZVPD basis

Calculated values
frontier orbital gap (spin up / spin down): 7.9 / 9.4 eV
net charge: 0
HOMO level (spin up / spin down): -0.3117 / -0.3497 hartree

XYZ file:
```
7
Properties=species:S:1:pos:R:3:mulliken_charge:R:1
C -1.7225 -0.6733 0.2457 -0.54
N 1.8508 0.6541 -0.8064 -0.35
Cl -0.4303 0.3995 0.4362 -0.06
Cl 2.7250 1.9119 -0.3156 0.03
H -2.6503 -0.2997 -0.0172 0.35
H -1.5975 -1.7492 0.6363 0.27
H 1.8248 -0.2434 -0.1789 0.29
```

---

Relative energy (zero: lowest compared OMol25 entry of this formula, charge and spin) per entry: 409.55 0.00 869.46 113.32 335.35 kJ/mol